# 1
Formula: C34H44CdGeNO6S
Source: the Open Molecules 2025 dataset
Level of theory: the ωB97M-V functional and the def2-TZVPD basis

Last column: Mulliken charge in e.
CARTESIAN COORDINATES (ANGSTROEM)
Cd  0.388668  0.410020  0.013088  4.25
C  -1.706261  -2.969346  1.465957  -1.32
C  -0.376292  -2.373411  1.913102  1.58
C  -0.622348  -1.253444  2.916055  -1.19
C  0.483203  -3.462571  2.549549  -1.87
O  0.266474  -1.828773  0.751487  0.22
Ge  2.116297  -1.983516  0.344208  -0.66
O  2.390891  -0.237028  1.098916  -0.23
C  3.352778  0.208388  2.061872  1.55
C  4.091190  -0.981567  2.668610  -1.96
C  4.346594  1.124388  1.353670  -1.74
C  2.632223  0.980818  3.161824  -1.51
O  1.543820  -1.023917  -1.230597  -0.72
C  2.390002  -0.681881  -2.340708  1.49
C  1.547352  -0.845140  -3.597944  -1.34
C  2.859452  0.762428  -2.193214  -1.21
C  3.595840  -1.614841  -2.397810  -1.99
H  -2.235192  -3.415549  2.310258  0.50
H  -2.344255  -2.190171  1.046224  0.08
H  -1.533585  -3.743889  0.714506  0.28
H  -1.120213  -1.632757  3.810938  0.54
H  0.323082  -0.800032  3.210540  -0.27
H  -1.260214  -0.479602  2.483078  0.22
H  -0.044014  -3.905480  3.396147  0.46
H  0.708438  -4.253188  1.831345  0.38
H  1.426561  -3.054384  2.920350  0.37
H  4.637545  -1.538156  1.904754  0.41
H  4.806009  -0.637662  3.418148  0.45
H  3.389781  -1.662359  3.156846  0.34
H  4.874155  0.577439  0.569370  0.32
H  3.822106  1.969172  0.904218  0.24
H  5.084333  1.515616  2.057058  0.48
H  1.981650  0.319718  3.734111  0.25
H  3.353052  1.425968  3.850717  0.48
H  2.029694  1.783762  2.735445  0.30
H  0.669777  -0.202028  -3.540204  0.03
H  2.118778  -0.578180  -4.489442  0.47
H  1.207636  -1.878128  -3.692347  0.40
H  2.004712  1.443132  -2.209652  0.07
H  3.396370  0.885354  -1.252413  -0.06
H  3.524036  1.041922  -3.013237  0.58
H  3.276451  -2.657701  -2.433218  0.37
H  4.186045  -1.403850  -3.291074  0.48
H  4.242944  -1.480443  -1.527777  0.42
C  -2.468880  -4.522413  -2.465471  -0.65
O  -2.479609  -3.631487  -3.571240  -0.52
C  -2.321741  -2.315506  -3.308959  1.39
C  -2.254604  -1.467961  -4.416326  -1.28
C  -2.035359  -0.119749  -4.233332  -0.41
C  -1.884692  0.419061  -2.954583  -0.47
C  -1.346016  1.795943  -2.753109  0.81
C  -2.024183  2.947190  -3.431762  -1.60
O  -0.364462  1.961095  -2.052953  -0.53
C  -2.041028  -0.431568  -1.869166  -1.22
O  -1.932420  0.116780  -0.606496  0.75
C  -2.230555  -1.793511  -2.022918  1.06
H  -2.564531  -5.520026  -2.882934  0.31
H  -3.308123  -4.327155  -1.793257  0.29
H  -1.531224  -4.444814  -1.909639  0.21
H  -2.342866  -1.895791  -5.405314  0.45
H  -1.924332  0.520702  -5.099647  0.37
H  -2.375447  2.684129  -4.428674  0.40
H  -1.362821  3.809196  -3.463756  0.40
H  -2.907661  3.196264  -2.836826  0.35
H  -2.293626  -2.407195  -1.138752  0.00
S  -1.889209  3.185803  2.902832  -0.59
C  -0.337282  3.836619  2.441360  0.92
C  0.364843  4.884909  3.008623  -0.63
C  1.592563  5.242789  2.463253  -0.66
C  2.093387  4.557974  1.359007  -0.63
C  1.393962  3.502907  0.795479  -0.73
C  0.171587  3.120385  1.349877  -0.89
N  -0.606100  2.072450  0.919786  0.74
C  -1.803521  2.006933  1.579878  0.75
C  -2.932559  1.207196  1.289158  0.27
C  -4.085571  1.295274  2.123820  -2.08
C  -5.261865  0.635946  1.846096  -0.91
C  -5.374111  -0.165767  0.716908  -1.02
C  -4.258238  -0.319602  -0.107168  -0.60
C  -3.075925  0.319665  0.181409  0.50
H  -0.035881  5.419083  3.860670  0.41
H  2.154032  6.060725  2.894110  0.39
H  3.043612  4.853559  0.932038  0.41
H  1.781762  2.980889  -0.073900  0.52
H  -4.040710  1.918393  3.007165  0.44
H  -6.103909  0.756104  2.515736  0.39
H  -6.297551  -0.673960  0.477826  0.44
H  -4.324688  -0.950611  -0.981578  0.50

Cartesian forces (eV/Å) of the 2 atoms listed first:
Cd -0.078 0.049 0.067
C 0.014 0.007 -0.020

- E: -4471.0971 Ha
- ΔE to the lowest compared entry with this formula, charge and spin: 0.0 kcal/mol
- LUMO level (spin up / spin down): 0.0169 / 0.0167 hartree
- M: 779.82 g/mol
- Maximum force: 0.12 eV/A
- 2S+1: 2
- HOMO level (spin up / spin down): -4.906 / -7.637 eV
- Orbital gap (spin up / spin down): 0.197 / 0.297 Ha



# 2
Formula: C42H65N8O5
Source: the Open Molecules 2025 dataset
Level of theory: the ωB97M-V functional and the def2-TZVPD basis

Last column: Mulliken charge in e.
CARTESIAN COORDINATES (ANGSTROEM)
C  8.921519  1.208187  -0.665952  -1.06
C  7.431771  1.478241  -1.192781  -0.15
C  7.383148  2.367822  -2.557337  -0.55
O  6.128397  2.038780  -3.201461  -0.23
C  5.332072  3.225727  -3.466971  -0.62
C  4.789687  3.908342  -2.081888  -0.50
C  3.479548  3.064942  -1.680080  -0.68
N  2.388549  3.450670  -2.616097  0.42
C  1.125334  2.653417  -2.280422  0.05
C  -0.181395  3.490889  -2.783005  -0.72
C  -1.402015  2.479102  -3.124089  -0.34
O  -2.643687  2.919585  -2.520414  -0.40
C  -2.916487  2.188470  -1.319868  0.26
C  -1.819989  1.946012  -0.158233  0.06
O  -4.058431  1.730381  -1.093018  -0.53
C  2.674464  3.370936  -4.075896  -1.27
C  4.161346  3.004992  -4.539745  1.44
N  4.486939  3.952946  -5.686425  -0.72
C  4.170135  1.539505  -5.237516  -1.74
C  3.718383  0.354655  -4.264266  -0.15
C  2.225953  -0.186465  -4.497170  -0.67
C  1.782852  -0.905783  -3.113413  -0.18
O  0.352011  -1.159856  -3.037463  -0.30
C  -0.079451  -1.017222  -1.686563  0.00
O  -1.301299  -1.157206  -1.419373  -0.43
H  8.882888  0.866944  0.435605  0.33
H  9.364461  0.363701  -1.298892  0.29
H  9.541336  2.154417  -0.801951  0.29
H  6.772301  1.968053  -0.380494  0.18
H  6.902087  0.480668  -1.439454  0.21
H  8.294364  2.058991  -3.197653  0.31
H  7.483075  3.453719  -2.224322  0.34
H  6.080334  4.002028  -3.890243  0.34
H  5.584167  3.960727  -1.271460  0.46
H  4.426480  4.956806  -2.391925  0.30
H  3.165517  3.452507  -0.635759  0.45
H  3.652650  1.947836  -1.551946  0.24
H  2.131851  4.437091  -2.395108  0.57
H  1.040960  2.554675  -1.149770  0.59
H  1.076043  1.657488  -2.828767  -0.48
H  -0.539683  4.214985  -1.956037  0.37
H  0.042552  4.144694  -3.693527  0.38
H  -1.535472  2.492919  -4.268547  0.35
H  -1.134662  1.418501  -2.755965  0.15
H  -1.699004  2.892009  0.478177  0.42
H  -0.815343  1.604743  -0.575532  -0.39
H  -2.212280  1.108519  0.512925  0.08
H  1.958478  2.621707  -4.575586  0.27
H  2.395104  4.392581  -4.537881  0.29
H  3.630964  4.022980  -6.277190  0.36
H  4.564808  4.884982  -5.245086  0.36
H  5.205952  1.374253  -5.676613  0.33
H  3.428590  1.608156  -6.112119  0.49
H  4.420600  -0.536204  -4.488279  0.53
H  3.839866  0.564140  -3.150330  0.06
H  2.219322  -1.028753  -5.283783  0.45
H  1.476480  0.592709  -4.858293  0.19
H  2.018707  -0.141246  -2.274165  -0.10
H  2.437498  -1.818304  -2.909536  0.32
H  0.600925  -0.745582  -0.813157  0.33
N  -4.139417  -4.328079  1.370089  0.09
C  -4.122665  -3.266452  2.237476  -1.07
C  -3.268147  -2.319225  1.729308  -0.35
C  -2.754120  -2.823748  0.508054  1.23
C  -3.311435  -4.063381  0.310760  -1.51
H  -4.677443  -5.171092  1.491921  0.25
H  -4.717119  -3.278425  3.138584  0.40
H  -3.038326  -1.366738  2.185041  0.60
H  -2.052991  -2.331805  -0.154082  0.22
H  -3.190225  -4.778702  -0.488403  0.40
N  -0.145987  -0.713097  2.705876  0.23
C  0.068820  -1.584202  3.739914  -0.85
C  0.067120  -0.862769  4.908781  0.18
C  -0.163028  0.493097  4.568697  -0.85
C  -0.293621  0.555660  3.203468  -0.23
H  -0.190157  -0.965526  1.732204  0.14
H  0.205361  -2.638938  3.555190  0.36
H  0.213740  -1.265903  5.898683  0.26
H  -0.226832  1.330285  5.248044  0.43
H  -0.477234  1.390912  2.544140  0.34
N  -6.383221  -3.040916  -3.468167  0.02
C  -5.021700  -3.176876  -3.401554  -1.03
C  -4.557140  -2.318176  -2.435268  0.03
C  -5.679848  -1.643452  -1.895119  -0.48
C  -6.792987  -2.111710  -2.549549  -0.76
H  -6.988553  -3.546036  -4.094385  0.19
H  -4.502807  -3.869768  -4.046606  0.41
H  -3.524548  -2.190723  -2.148374  0.56
H  -5.674175  -0.898025  -1.113470  0.66
H  -7.838056  -1.863674  -2.442045  0.41
N  -2.144787  -6.628248  2.418430  0.07
C  -0.816993  -6.323522  2.287042  -0.24
C  -0.117708  -7.502842  2.200378  -0.64
C  -1.059620  -8.558368  2.276521  -0.43
C  -2.302389  -7.988657  2.407843  -0.52
H  -2.890553  -5.955483  2.508068  0.22
H  -0.485064  -5.296499  2.268091  0.38
H  0.952969  -7.595348  2.092799  0.39
H  -0.851632  -9.617447  2.238762  0.39
H  -3.282464  -8.432749  2.495685  0.36
N  -6.480023  1.354760  2.135246  0.12
C  -7.321071  1.915072  3.059924  -0.48
C  -7.361633  3.268384  2.830393  -0.46
C  -6.518304  3.533954  1.722534  -0.65
C  -5.989999  2.333819  1.312545  -0.25
H  -6.257206  0.374814  2.069792  0.19
H  -7.815319  1.304178  3.799984  0.38
H  -7.935561  3.987426  3.396074  0.39
H  -6.320349  4.496522  1.274203  0.39
H  -5.308687  2.092572  0.509635  0.45
N  0.071601  -1.429786  8.597820  -0.01
C  -0.857264  -0.929292  9.470959  -0.48
C  -0.247710  0.041059  10.227654  -0.43
C  1.097290  0.133944  9.791359  -0.41
C  1.264846  -0.783190  8.783160  -0.46
H  -0.096677  -2.158779  7.924257  0.25
H  -1.868348  -1.306988  9.479246  0.38
H  -0.717995  0.620806  11.007966  0.39
H  1.858321  0.798762  10.172436  0.41
H  2.127803  -1.031927  8.184073  0.38

Cartesian forces (eV/Å) of the 2 atoms listed first:
C -0.823 -0.206 -0.236
C -0.372 -0.228 -0.355

- E: -2453.1364 Ha
- LUMO level: -0.1161 hartree
- M: 762.03 g/mol
- Total charge: +1
- Maximum force: 5.40 eV/A
- HOMO level: -9.181 eV
- Orbital gap: 0.221 Ha